The following is a quantum chemistry calculation of a cluster of 2 separate species, C3H9NO in total in a non-equilibrium geometry, from OMol25.

```
! RIJCOSX wB97M-V def2-TZVPD def2/J DEFGRID3
* xyz 0 1
C 4.82 -0.95 0.41
C 3.83 -1.73 0.04
N 3.15 -1.59 -1.21
H 5.21 -1.05 1.41
H 5.31 -0.28 -0.29
H 3.22 -2.35 0.69
H 2.16 -1.63 -1.03
H 3.40 -0.69 -1.59
C -5.78 1.81 0.68
O -4.58 1.88 -0.04
H -6.27 0.84 0.73
H -6.49 2.50 0.19
H -5.74 2.15 1.72
H -3.98 2.54 0.33
*
```

Values from the calculation:
**Orbital gap**: 0.3510 Ha
**HOMO**: -8.608 eV
**E**: -6792.9706 eV
**Relative energy (zero: lowest compared OMol25 entry of this formula, charge and spin)**: 2.085 eV
**E_LUMO**: 0.9428 eV